1.
{"formula": "C5H13NOS", "method": "ωB97M-V/def2-TZVPD", "species": ["C", "C", "C", "C", "C", "N", "O", "S", "H", "H", "H", "H", "H", "H", "H", "H", "H", "H", "H", "H", "H"], "positions_angstrom": [[-1.189, -0.698, 0.861], [-0.839, 1.715, 0.467], [-1.175, 0.213, -1.554], [1.705, -1.651, -0.385], [-0.777, 0.333, -0.075], [1.912, 0.225, 1.473], [1.857, 0.966, -1.099], [1.423, 0.093, -0.032], [-1.736, -1.500, 0.431], [-0.334, -0.904, 1.541], [-1.938, -0.396, 1.607], [-0.359, 2.379, -0.209], [-0.342, 1.566, 1.456], [-1.829, 1.949, 0.852], [-0.185, 0.487, -1.976], [-1.313, -0.847, -1.759], [-2.025, 0.775, -1.865], [1.039, -1.806, -1.217], [2.757, -1.709, -0.697], [1.494, -2.350, 0.424], [1.853, 1.161, 1.758]], "homo_lumo_gap_ev": 9.39, "smiles": "CC(C)(C)[S@](C)(=N)=O", "e_lumo_ev": 0.7, "e_homo_ev": -8.64, "e_above_lowest_kcal_mol": 77.10, "total_energy_ha": -726.3782}

2.
{"formula": "C16H17N", "method": "ωB97M-V/def2-TZVPD", "species": ["C", "C", "C", "C", "C", "C", "C", "H", "H", "H", "H", "H", "H", "H", "H", "C", "C", "C", "C", "C", "C", "C", "C", "C", "N", "H", "H", "H", "H", "H", "H", "H", "H", "H"], "positions_angstrom": [[-4.105, 1.699, -4.454], [-1.299, -0.131, -1.848], [-1.246, 1.246, -1.987], [-2.147, -0.919, -2.596], [-2.217, 1.834, -2.792], [-3.060, -0.340, -3.475], [-3.119, 1.045, -3.508], [-0.624, -0.604, -1.149], [-0.443, 1.869, -1.632], [-2.111, -1.997, -2.494], [-2.360, 2.892, -2.962], [-3.701, -0.924, -4.124], [-5.093, 1.253, -4.391], [-3.718, 1.589, -5.476], [-4.144, 2.787, -4.348], [4.181, -2.259, 3.033], [2.143, -0.789, 2.298], [2.981, -1.411, 3.306], [1.012, -0.270, 2.953], [2.345, -1.199, 4.486], [1.590, 0.454, 0.304], [0.459, 0.938, 0.977], [2.468, -0.350, 1.016], [0.101, 0.522, 2.243], [1.160, -0.532, 4.293], [1.804, 0.651, -0.739], [-0.218, 1.638, 0.504], [3.333, -0.762, 0.523], [-0.664, 1.079, 2.767], [4.924, -2.244, 3.829], [4.657, -1.856, 2.136], [2.606, -1.513, 5.477], [0.607, -0.115, 5.018], [3.900, -3.283, 2.811]], "homo_lumo_gap_ev": 8.78, "smiles": "Cc1c[nH]c2ccccc12.Cc1ccccc1", "e_lumo_ev": 0.9, "e_homo_ev": -7.84, "e_above_lowest_kcal_mol": 14.62, "total_energy_ha": -674.6333}

3.
{"formula": "C3H5Cl3", "method": "ωB97M-V/def2-TZVPD", "species": ["C", "C", "C", "H", "H", "H", "H", "H", "Cl", "Cl", "Cl"], "positions_angstrom": [[-1.148, -0.392, -0.483], [0.271, -0.367, -0.222], [0.632, 0.648, 0.905], [-1.786, -0.526, 0.515], [-1.530, 0.684, -1.179], [-1.050, -1.236, -1.295], [0.155, 0.313, 1.851], [0.227, 1.654, 0.526], [1.007, -1.863, -0.077], [0.715, 0.553, -1.690], [2.506, 0.531, 1.150]], "homo_lumo_gap_ev": 11.22, "smiles": "CC(Cl)(Cl)CCl", "e_lumo_ev": 0.7, "e_homo_ev": -10.51, "e_above_lowest_kcal_mol": 52.22, "total_energy_ha": -1497.8059}

4.
{"formula": "C40H135N17O23", "method": "ωB97M-V/def2-TZVPD", "species": ["C", "C", "C", "O", "C", "N", "H", "H", "H", "H", "H", "H", "H", "H", "H", "H", "H", "C", "C", "C", "O", "C", "N", "H", "H", "H", "H", "H", "H", "H", "H", "H", "H", "H", "C", "C", "C", "O", "C", "N", "H", "H", "H", "H", "H", "H", "H", "H", "H", "H", "H", "C", "C", "C", "O", "C", "N", "H", "H", "H", "H", "H", "H", "H", "H", "H", "H", "H", "C", "C", "C", "O", "C", "N", "H", "H", "H", "H", "H", "H", "H", "H", "H", "H", "H", "C", "C", "C", "O", "C", "N", "H", "H", "H", "H", "H", "H", "H", "H", "H", "H", "H", "C", "C", "C", "O", "C", "N", "H", "H", "H", "H", "H", "H", "H", "H", "H", "H", "H", "C", "C", "C", "O", "C", "N", "H", "H", "H", "H", "H", "H", "H", "H", "H", "H", "H", "C", "C", "C", "O", "C", "N", "H", "H", "H", "H", "H", "H", "H", "H", "H", "H", "H", "O", "H", "H", "O", "H", "H", "O", "H", "H", "O", "H", "H", "O", "H", "H", "O", "H", "H", "O", "H", "H", "O", "H", "H", "O", "H", "H", "O", "H", "H", "C", "O", "N", "N", "H", "H", "H", "H", "C", "O", "N", "N", "H", "H", "H", "H", "C", "O", "N", "N", "H", "H", "H", "H", "C", "O", "N", "N", "H", "H", "H", "H"], "positions_angstrom": [[6.708, -14.186, 28.321], [6.088, -15.485, 28.766], [5.180, -15.521, 30.013], [5.833, -14.797, 31.039], [6.761, -15.504, 31.910], [5.447, -16.045, 27.611], [7.470, -14.358, 27.561], [7.208, -13.634, 29.116], [5.982, -13.455, 27.965], [6.934, -16.134, 28.991], [5.027, -16.567, 30.277], [4.284, -14.963, 29.739], [6.453, -16.526, 32.131], [7.098, -15.010, 32.821], [7.642, -15.562, 31.272], [6.103, -16.024, 26.843], [4.787, -15.417, 27.175], [2.219, -17.525, 26.515], [1.758, -16.402, 27.374], [1.968, -14.998, 26.702], [3.358, -14.665, 26.531], [3.728, -13.298, 26.324], [0.403, -16.691, 27.802], [1.984, -17.438, 25.454], [1.821, -18.475, 26.872], [3.305, -17.557, 26.603], [2.386, -16.431, 28.265], [1.472, -14.190, 27.241], [1.500, -14.971, 25.718], [3.077, -12.676, 26.938], [3.410, -12.981, 25.330], [4.790, -13.059, 26.381], [0.039, -15.763, 27.961], [-0.106, -17.103, 27.033], [10.479, -8.210, 23.828], [9.804, -9.133, 24.806], [10.908, -9.736, 25.699], [10.290, -10.695, 26.637], [9.635, -11.821, 26.069], [8.880, -8.399, 25.586], [11.143, -8.675, 23.099], [11.133, -7.433, 24.223], [9.728, -7.748, 23.186], [9.268, -9.922, 24.279], [11.375, -8.949, 26.292], [11.625, -10.358, 25.163], [8.789, -11.485, 25.470], [9.256, -12.383, 26.923], [10.289, -12.352, 25.378], [9.344, -7.792, 26.246], [8.454, -9.052, 26.228], [7.327, -14.073, 40.317], [7.251, -14.853, 39.029], [8.607, -14.789, 38.174], [8.343, -15.212, 36.828], [9.322, -14.755, 35.828], [6.785, -16.150, 39.564], [8.193, -14.238, 40.958], [6.425, -14.175, 40.921], [7.370, -12.999, 40.134], [6.438, -14.287, 38.576], [9.347, -15.490, 38.560], [9.071, -13.803, 38.167], [9.560, -13.691, 35.802], [8.938, -15.093, 34.865], [10.288, -15.247, 35.941], [6.730, -16.737, 38.744], [7.534, -16.505, 40.141], [7.959, -17.508, 25.222], [8.629, -16.186, 25.478], [10.105, -16.261, 25.774], [10.572, -14.931, 25.936], [11.794, -14.876, 26.707], [8.352, -15.325, 24.270], [6.912, -17.328, 24.979], [7.978, -18.203, 26.062], [8.264, -18.049, 24.326], [8.190, -15.764, 26.382], [10.574, -16.853, 24.989], [10.196, -16.832, 26.697], [12.425, -14.029, 26.441], [12.373, -15.794, 26.604], [11.493, -14.720, 27.743], [9.146, -14.702, 24.298], [8.642, -15.896, 23.489], [0.987, -11.227, 33.248], [2.406, -11.666, 32.762], [2.836, -11.031, 31.375], [2.021, -11.345, 30.230], [1.961, -12.778, 29.976], [3.296, -11.145, 33.842], [0.279, -11.653, 32.537], [0.866, -10.145, 33.296], [0.714, -11.729, 34.177], [2.432, -12.755, 32.762], [3.901, -11.176, 31.189], [2.756, -9.972, 31.622], [1.726, -13.139, 28.974], [1.139, -13.079, 30.626], [2.826, -13.354, 30.306], [4.225, -11.349, 33.502], [3.258, -11.851, 34.564], [5.857, -22.434, 31.876], [5.286, -21.366, 32.772], [5.360, -21.584, 34.245], [6.714, -21.619, 34.716], [6.845, -21.498, 36.123], [5.868, -20.095, 32.379], [5.308, -23.375, 31.904], [6.906, -22.602, 32.121], [5.797, -22.131, 30.830], [4.237, -21.361, 32.477], [4.775, -22.471, 34.489], [4.772, -20.730, 34.579], [7.812, -21.195, 36.523], [6.399, -22.374, 36.595], [6.266, -20.674, 36.539], [6.688, -19.922, 32.943], [6.257, -20.100, 31.447], [2.565, -19.587, 30.459], [1.166, -19.038, 30.833], [1.013, -17.541, 31.218], [1.997, -17.296, 32.174], [1.931, -15.919, 32.607], [0.418, -19.405, 29.624], [3.289, -19.173, 31.161], [2.744, -19.290, 29.425], [2.648, -20.634, 30.748], [0.839, -19.583, 31.719], [-0.027, -17.264, 31.392], [1.249, -16.953, 30.331], [1.994, -15.177, 31.811], [2.778, -15.780, 33.279], [1.006, -15.884, 33.182], [0.795, -20.326, 29.452], [0.717, -18.818, 28.859], [1.475, -15.961, 19.683], [0.924, -16.504, 21.069], [1.590, -15.820, 22.267], [2.947, -16.243, 22.333], [3.785, -15.612, 23.357], [-0.550, -16.324, 21.104], [2.560, -15.970, 19.793], [1.054, -14.977, 19.478], [1.150, -16.564, 18.835], [1.140, -17.572, 21.068], [1.059, -16.104, 23.176], [1.564, -14.737, 22.145], [3.861, -14.525, 23.314], [4.803, -15.982, 23.238], [3.380, -15.839, 24.343], [-0.667, -15.528, 20.493], [-0.816, -17.095, 20.508], [4.583, -17.759, 33.431], [5.031, -18.456, 32.952], [3.723, -17.696, 33.014], [3.204, -10.065, 27.596], [2.671, -10.043, 26.801], [2.621, -10.424, 28.265], [10.789, -15.852, 32.921], [11.202, -15.085, 33.318], [10.787, -16.510, 33.617], [6.708, -12.816, 35.517], [7.280, -13.369, 36.049], [6.111, -12.412, 36.148], [7.442, -11.185, 32.153], [6.704, -11.783, 32.269], [8.213, -11.711, 32.368], [13.023, -15.461, 30.108], [12.070, -15.526, 30.163], [13.195, -14.525, 30.007], [5.310, -9.141, 25.665], [5.891, -9.396, 26.382], [4.449, -9.467, 25.927], [6.254, -13.341, 23.582], [6.820, -14.105, 23.691], [6.332, -12.865, 24.409], [9.702, -12.419, 33.067], [10.620, -12.493, 32.808], [9.731, -12.238, 34.006], [5.457, -12.744, 32.802], [5.444, -13.550, 32.286], [5.855, -12.998, 33.635], [8.842, -18.642, 31.441], [8.251, -19.426, 30.793], [9.415, -17.542, 30.994], [9.069, -18.813, 32.730], [9.364, -17.324, 30.009], [9.884, -16.884, 31.600], [9.633, -18.228, 33.330], [8.544, -19.528, 33.213], [7.213, -10.437, 28.602], [7.467, -9.794, 27.604], [6.049, -10.878, 28.944], [8.040, -10.708, 29.549], [5.948, -11.497, 29.736], [5.237, -10.496, 28.480], [9.041, -10.706, 29.411], [7.802, -11.039, 30.473], [6.075, -19.964, 28.338], [5.096, -20.237, 27.649], [6.324, -18.856, 28.893], [7.008, -20.770, 28.742], [7.265, -18.744, 29.242], [5.646, -18.123, 28.741], [7.633, -20.577, 29.511], [6.885, -21.700, 28.368], [5.651, -17.754, 36.601], [6.042, -18.174, 37.669], [6.389, -17.377, 35.667], [4.448, -17.979, 36.197], [5.767, -17.284, 34.877], [7.035, -16.642, 35.916], [3.803, -18.391, 36.857], [4.142, -17.944, 35.235]], "homo_lumo_gap_ev": 6.97, "e_lumo_ev": -1.1, "e_homo_ev": -8.09, "total_energy_ha": -4266.1844}

5.
{"formula": "C24H24N2O6S2", "method": "ωB97M-V/def2-TZVPD", "species": ["O", "S", "O", "C", "C", "C", "C", "C", "C", "C", "C", "S", "C", "N", "N", "C", "O", "O", "H", "H", "H", "H", "H", "H", "H", "H", "H", "H", "H", "H", "H", "H", "H", "H", "C", "C", "C", "C", "C", "C", "C", "O", "C", "C", "C", "C", "C", "C", "C", "O", "H", "H", "H", "H", "H", "H", "H", "H"], "positions_angstrom": [[-1.828, 0.179, 1.499], [-2.129, -1.199, 1.157], [-1.132, -1.590, -0.053], [-0.947, -0.643, -1.116], [-1.854, -0.896, -2.295], [-3.358, -0.908, -1.965], [-3.783, -0.228, -0.668], [-5.294, 0.058, -0.692], [-5.755, 1.521, -0.778], [-5.045, 2.448, -1.789], [-4.235, 3.529, -1.078], [-3.281, 4.558, -2.232], [-1.687, 4.516, -1.560], [-0.693, 5.256, -1.898], [0.364, 4.870, -1.097], [-0.082, 3.949, -0.335], [-1.391, 3.653, -0.569], [-3.578, -1.154, 0.430], [0.087, -0.745, -1.436], [-1.060, 0.370, -0.759], [-1.656, -0.087, -2.995], [-1.572, -1.829, -2.771], [-3.720, -1.930, -1.932], [-3.885, -0.395, -2.763], [-3.247, 0.700, -0.503], [-5.749, -0.535, -1.479], [-5.686, -0.334, 0.241], [-6.802, 1.471, -1.068], [-5.753, 1.973, 0.210], [-5.820, 2.972, -2.342], [-4.461, 1.881, -2.505], [-4.936, 4.198, -0.589], [-3.585, 3.139, -0.307], [0.442, 3.408, 0.425], [7.087, -3.882, 0.180], [6.221, -3.896, -0.908], [5.033, -3.189, -0.860], [4.700, -2.471, 0.282], [5.562, -2.471, 1.381], [6.758, -3.173, 1.322], [5.213, -1.740, 2.634], [5.965, -1.734, 3.585], [3.908, -1.021, 2.681], [3.530, -0.371, 3.849], [2.326, 0.309, 3.904], [1.493, 0.350, 2.790], [1.867, -0.299, 1.627], [3.067, -0.991, 1.568], [3.424, -1.702, 0.308], [2.697, -1.657, -0.662], [8.018, -4.430, 0.136], [6.476, -4.459, -1.796], [4.355, -3.188, -1.702], [7.423, -3.159, 2.174], [4.184, -0.406, 4.709], [2.031, 0.809, 4.817], [0.550, 0.879, 2.832], [1.222, -0.283, 0.759]], "homo_lumo_gap_ev": 8.09, "e_lumo_ev": -1.0, "e_homo_ev": -9.05, "e_above_lowest_kcal_mol": 27.01, "total_energy_ha": -2286.2507}

Q: Number 3 is which compound?
A: C3H5Cl3